No. 1
15
Properties=species:S:1:pos:R:3:forces:R:3:lowdin_charge:R:1 method="wB97M-V/def2-TZVPD" smiles="[H]/N=C/C(N)=C=CC" e_above_lowest_kcal_mol=61.6
H 2.554 -1.641 0.237 0.14 0.10 0.06 0.045
N 1.691 -1.117 0.132 0.34 0.16 0.37 0.094
C 1.633 -0.136 0.943 0.05 -0.13 -0.04 -0.193
C 0.420 0.714 0.967 -0.19 -0.35 -0.18 -0.353
N 0.259 1.705 1.956 -0.17 -0.25 0.22 0.071
C -0.428 0.412 0.009 -0.03 0.03 -0.07 -0.008
C -0.860 0.195 -1.198 -0.36 0.29 0.27 -0.160
C -1.526 -0.995 -1.818 -0.24 0.06 0.06 -0.096
H 2.388 0.078 1.709 0.09 0.04 -0.14 0.110
H 0.457 1.382 2.894 -0.01 -0.02 0.05 0.075
H -0.674 2.101 1.923 0.19 0.01 0.04 0.086
H -0.821 1.128 -1.753 0.35 -0.20 -0.84 0.107
H -1.599 -1.855 -1.146 0.02 0.28 0.00 0.077
H -2.524 -0.682 -2.129 -0.14 -0.28 -0.11 0.066
H -0.990 -1.328 -2.719 -0.04 0.25 0.28 0.078

=====

No. 2
19
Properties=species:S:1:pos:R:3:forces:R:3:lowdin_charge:R:1 method="wB97M-V/def2-TZVPD" charge=+1 e_above_lowest_kcal_mol=15.1
C 1.638 -0.710 1.690 -0.46 -0.26 -0.74 -0.280
C -0.059 -1.570 0.170 -0.80 -0.51 -0.91 -0.048
C -0.972 -0.466 -0.480 -0.34 -0.34 1.79 -0.150
C 0.875 -0.324 -1.971 1.30 1.51 1.11 -0.163
C 1.595 -0.097 -0.587 0.09 -1.48 -1.61 -0.661
N 1.898 -0.916 2.774 0.71 0.07 2.11 0.263
N 1.167 -0.820 0.447 0.18 0.48 -2.27 -0.097
N -0.328 0.269 -1.512 -0.78 -0.63 0.21 -0.027
S -1.753 2.630 1.986 1.90 -1.13 -0.24 0.512
I 3.031 1.297 -0.423 0.32 0.38 0.22 1.203
H -0.440 -1.908 1.122 -0.32 0.00 0.10 0.139
H 0.089 -2.492 -0.462 0.24 1.13 0.54 0.156
H -1.905 -0.839 -0.797 -0.99 -1.08 -0.57 0.121
H -1.245 0.144 0.377 0.12 0.65 -0.03 0.091
H 1.326 0.456 -2.650 -0.17 -1.80 0.05 0.129
H 0.663 -1.375 -2.284 0.95 0.97 -0.13 0.150
H -2.739 1.758 2.011 -0.72 -0.11 0.10 -0.225
H -0.396 1.255 -1.516 -0.07 0.94 0.16 0.132
H -2.445 3.706 2.103 -1.16 1.19 0.11 -0.245

=====

No. 3
This record from OMol25 describes a 14-piece molecular cluster, C44H88Cl8O29 overall at a distorted geometry. The level of theory is wB97M-V/def2-TZVPD.

```
169
Properties=species:S:1:pos:R:3:forces:R:3:lowdin_charge:R:1
C -3.062 -24.076 4.259 -0.48 -0.20 0.35 -1.000
Cl -1.858 -25.207 4.923 -0.12 0.00 -0.31 0.574
Cl -2.453 -22.421 4.337 -0.15 0.01 -0.20 0.534
H -3.369 -24.353 3.254 0.59 0.02 -0.15 0.032
H -3.971 -24.148 4.848 0.27 0.02 0.30 -0.004
C -10.337 -28.803 6.992 -0.22 0.36 -0.48 -0.996
Cl -8.736 -28.260 6.439 -0.11 -0.13 -0.04 0.568
Cl -10.740 -30.417 6.340 0.20 0.29 0.56 0.497
H -10.336 -28.684 8.069 -0.07 -0.68 0.02 0.016
H -11.093 -28.136 6.592 0.18 0.11 -0.06 0.023
C -4.762 -30.220 8.165 -0.29 -0.48 -0.33 -0.986
Cl -3.243 -29.593 8.738 0.38 0.46 0.44 0.602
Cl -4.435 -31.230 6.730 -0.32 -0.05 -0.01 0.517
H -5.205 -30.870 8.912 0.07 0.08 0.03 0.031
H -5.434 -29.405 7.906 0.13 0.02 -0.08 0.009
C -0.423 -23.094 7.804 -0.39 -0.07 -0.16 -1.048
Cl -0.864 -21.415 7.515 -0.18 0.31 0.12 0.505
Cl 1.064 -23.200 8.752 0.02 -0.24 -0.13 0.526
H -1.221 -23.590 8.351 0.06 0.09 0.09 0.010
H -0.347 -23.546 6.820 0.43 -0.16 0.16 -0.016
C -7.279 -20.680 5.791 -0.14 -1.24 0.44 -0.037
C -6.744 -22.003 5.247 0.60 0.74 -0.26 -0.195
O -6.681 -21.888 3.803 0.13 -0.01 -0.12 0.031
C -6.305 -22.990 3.152 0.00 0.43 0.39 -0.619
O -6.050 -24.056 3.654 0.19 -0.02 0.15 0.087
O -6.251 -22.716 1.864 -0.56 0.12 -0.83 0.023
C -6.146 -23.863 1.026 1.57 -0.90 -0.69 -0.039
H -6.562 -19.893 5.569 -0.36 0.22 -0.38 0.084
H -7.280 -20.769 6.880 -0.08 -0.02 0.04 0.073
H -8.311 -20.527 5.485 0.13 0.42 -0.23 0.078
H -7.297 -22.918 5.444 -0.03 0.49 0.51 0.076
H -5.718 -22.056 5.620 0.05 -0.58 -0.07 0.124
H -6.900 -24.632 1.169 -0.20 0.28 0.33 0.091
H -5.163 -24.320 1.165 -0.16 -0.25 0.52 0.087
H -6.066 -23.607 -0.030 -0.67 0.80 0.16 0.098
C -7.293 -24.012 8.163 0.25 0.33 0.57 -0.035
C -8.438 -24.989 8.167 0.06 -1.08 -0.23 -0.207
O -9.168 -24.808 9.383 -0.20 0.35 0.89 0.028
C -10.216 -25.612 9.624 -0.17 1.13 -2.18 -0.578
O -10.620 -26.436 8.834 0.17 -0.63 0.66 0.111
O -10.842 -25.140 10.672 0.73 0.14 0.84 0.016
C -11.948 -25.812 11.229 -1.15 0.21 -0.46 -0.033
H -6.651 -24.038 7.280 -0.31 -0.26 -0.20 0.070
H -6.623 -24.183 9.008 -0.14 -0.04 0.07 0.057
H -7.687 -22.999 8.260 0.04 0.03 -0.06 0.090
H -8.139 -26.038 8.192 0.41 0.13 -0.42 0.093
H -9.078 -24.848 7.295 -0.24 0.08 0.19 0.113
H -11.674 -26.671 11.835 0.23 0.15 0.18 0.097
H -12.663 -26.130 10.465 0.30 -0.12 -0.16 0.096
H -12.452 -25.014 11.773 0.07 -0.39 0.46 0.101
C -1.550 -22.542 11.673 0.21 -0.33 -0.61 -0.047
C -0.993 -23.724 12.453 -0.41 0.88 -0.29 -0.193
O -2.104 -24.606 12.751 -0.06 0.79 0.54 -0.013
C -2.204 -25.003 14.028 -0.16 0.04 0.29 -0.619
O -1.342 -24.948 14.867 -0.15 0.19 -0.02 0.142
O -3.414 -25.511 14.185 -0.49 0.19 0.17 0.011
C -3.745 -26.088 15.446 -0.49 0.34 0.92 -0.029
H -0.704 -21.899 11.426 -0.17 0.20 -0.03 0.080
H -2.346 -21.977 12.155 0.27 -0.04 0.50 0.083
H -2.000 -22.872 10.733 0.19 -0.12 -0.08 0.057
H -0.481 -23.370 13.346 -0.32 -0.26 0.27 0.131
H -0.256 -24.275 11.871 -0.22 0.20 -0.16 0.103
H -4.057 -25.351 16.185 0.27 0.41 -0.20 0.115
H -2.955 -26.709 15.864 0.10 0.43 -0.18 0.094
H -4.625 -26.704 15.273 0.03 0.39 0.00 0.097
C 0.556 -26.897 7.166 -0.03 0.07 -0.70 -0.051
C -0.690 -27.519 7.801 1.61 0.24 -0.37 -0.241
O -1.048 -26.843 8.996 -0.64 0.50 0.45 0.001
C -0.331 -27.111 10.091 0.41 -0.12 -0.51 -0.602
O 0.550 -27.925 10.151 0.03 -0.19 0.24 0.144
O -0.738 -26.309 11.060 -0.39 0.63 -0.27 -0.015
C -0.221 -26.561 12.361 0.64 -1.34 0.45 -0.023
H 1.440 -26.860 7.800 -0.23 -0.09 0.31 0.084
H 0.386 -25.901 6.753 -0.17 0.11 0.24 0.040
H 0.838 -27.503 6.300 -0.04 -0.10 0.03 0.063
H -0.405 -28.549 8.021 -0.60 -0.13 0.04 0.111
H -1.536 -27.409 7.128 -0.12 -0.27 0.14 0.093
H -0.607 -25.819 13.053 0.53 -0.94 -0.51 0.052
H 0.870 -26.547 12.397 -0.02 0.08 -0.33 0.116
H -0.543 -27.574 12.610 0.04 0.20 0.48 0.108
C -6.599 -30.573 -0.772 1.26 0.38 0.32 -0.063
C -6.615 -29.398 0.220 -1.91 -1.41 -0.88 -0.231
O -5.284 -29.057 0.510 0.42 -0.20 0.41 0.019
C -5.045 -27.938 1.212 0.06 0.07 -1.10 -0.597
O -5.842 -27.060 1.375 -0.13 0.12 0.45 0.141
O -3.764 -27.848 1.557 -0.60 0.06 0.35 0.013
C -2.973 -29.026 1.663 1.63 0.14 -0.09 -0.042
H -6.166 -31.466 -0.321 -0.18 -0.05 0.09 0.074
H -5.895 -30.277 -1.553 -0.27 -0.15 -0.32 0.078
H -7.573 -30.804 -1.196 -0.06 0.15 0.09 0.077
H -7.171 -29.727 1.100 0.31 0.33 0.34 0.128
H -7.226 -28.636 -0.265 0.57 0.65 0.29 0.124
H -2.723 -29.495 0.711 -0.62 -0.01 -0.14 0.102
H -3.326 -29.756 2.390 -0.44 0.13 -0.14 0.096
H -2.006 -28.659 2.008 -0.42 -0.02 0.10 0.078
C -5.012 -28.099 4.822 -0.44 0.48 -0.53 -0.028
C -5.583 -26.820 5.409 0.03 0.56 -1.97 -0.205
O -4.630 -26.114 6.207 -0.23 0.48 0.99 -0.002
C -4.775 -26.162 7.536 0.81 -1.22 -0.86 -0.606
O -5.540 -26.905 8.093 -0.42 0.29 0.67 0.106
O -3.830 -25.407 8.087 -0.05 0.28 -0.26 0.014
C -3.839 -25.366 9.500 -0.03 -0.23 1.28 -0.036
H -5.711 -28.419 4.043 -0.38 -0.38 0.46 0.088
H -4.852 -28.859 5.580 0.10 -0.18 -0.18 0.028
H -4.139 -27.919 4.193 0.40 0.21 0.61 0.060
H -6.585 -26.953 5.811 0.35 -0.08 0.93 0.056
H -5.748 -26.095 4.606 0.05 -0.32 -0.17 0.100
H -3.846 -26.356 9.958 -0.23 0.00 -0.55 0.063
H -4.699 -24.797 9.858 0.02 -0.05 -0.01 0.090
H -2.929 -24.921 9.898 0.10 0.28 -0.59 0.080
C -1.565 -29.474 4.796 -1.17 -0.25 -0.70 -0.072
C -0.187 -29.743 4.236 -0.05 0.55 0.17 -0.164
O -0.270 -29.497 2.814 -0.16 -0.35 0.33 -0.007
C 0.682 -30.004 2.040 -0.29 0.06 -0.02 -0.593
O 1.692 -30.527 2.405 0.21 -0.21 -0.16 0.153
O 0.260 -29.805 0.781 -0.67 -0.04 -0.31 0.005
C 0.959 -30.441 -0.253 1.98 -0.49 -1.22 -0.068
H -1.942 -28.512 4.443 0.41 0.40 0.60 0.060
H -1.697 -29.627 5.866 0.49 0.39 0.11 0.058
H -2.353 -30.114 4.380 0.49 -0.51 -0.15 0.064
H 0.172 -30.748 4.447 0.07 -0.01 -0.17 0.132
H 0.518 -29.003 4.611 0.16 -0.22 0.25 0.113
H 0.841 -29.996 -1.242 -0.62 0.81 0.48 0.092
H 0.732 -31.487 -0.473 -0.40 -0.10 0.93 0.098
H 2.034 -30.373 -0.068 -0.05 -0.18 0.16 0.095
C -4.634 -30.290 17.057 1.12 -0.20 0.09 -0.048
C -3.655 -29.394 16.272 -0.31 -0.21 1.10 -0.201
O -4.425 -28.906 15.186 -0.40 0.12 -0.54 0.019
C -3.778 -28.304 14.199 1.18 -0.52 -1.15 -0.658
O -2.591 -28.084 14.152 0.04 -0.70 0.01 0.118
O -4.624 -27.995 13.232 -0.83 -0.45 0.86 0.024
C -4.132 -27.481 12.013 0.45 -0.07 -0.37 -0.033
H -4.612 -31.299 16.648 -0.36 0.03 -0.06 0.075
H -5.640 -29.879 17.068 0.01 0.04 -0.27 0.079
H -4.319 -30.364 18.099 0.11 -0.02 -0.04 0.074
H -2.738 -29.858 15.905 -0.26 -0.37 -0.02 0.131
H -3.309 -28.593 16.932 -0.22 0.30 -0.27 0.119
H -5.024 -27.047 11.566 0.32 0.09 -0.23 0.088
H -3.732 -28.291 11.397 -0.25 -0.08 -0.03 0.082
H -3.311 -26.773 12.140 -0.38 0.14 0.16 0.080
C -11.271 -26.978 15.530 0.03 -0.73 -0.36 -0.071
C -10.176 -25.946 15.427 -0.10 0.18 -0.04 -0.212
O -9.559 -26.055 14.145 -0.40 -0.69 -0.57 0.019
C -8.511 -25.292 13.857 -0.66 0.72 -0.66 -0.602
O -7.970 -24.511 14.588 0.39 -0.16 0.31 0.137
O -8.282 -25.456 12.549 0.37 -0.51 0.34 -0.003
C -7.123 -24.839 11.979 -0.39 0.05 -0.35 -0.024
H -10.850 -27.970 15.355 -0.05 -0.05 0.28 0.082
H -12.062 -26.874 14.788 0.11 0.38 -0.16 0.071
H -11.766 -26.941 16.499 0.23 -0.01 0.12 0.080
H -9.381 -26.137 16.149 -0.32 0.42 0.37 0.130
H -10.646 -24.962 15.496 0.53 0.17 0.35 0.132
H -6.354 -24.623 12.714 -0.04 0.02 0.13 0.096
H -7.467 -23.944 11.461 0.22 0.14 0.13 0.097
H -6.766 -25.540 11.225 0.08 0.00 0.07 0.077
O -9.887 -22.892 4.659 0.22 -0.04 -0.25 0.101
C -9.296 -23.696 3.968 -0.44 0.74 1.05 -0.542
O -9.130 -23.560 2.660 0.33 0.06 -0.67 -0.002
C -9.379 -22.262 2.058 -0.96 0.11 0.41 -0.181
C -10.846 -21.818 2.076 0.26 0.26 0.39 -0.065
C -8.631 -24.897 4.534 0.53 -1.59 -0.11 0.006
H -8.984 -22.362 1.053 0.07 0.01 0.04 0.121
H -8.850 -21.505 2.633 0.48 -0.19 -0.19 0.115
H -11.013 -21.092 1.279 -0.07 -0.22 -0.19 0.076
H -11.013 -21.280 3.008 -0.18 -0.14 0.02 0.067
H -11.573 -22.627 2.037 0.10 -0.09 -0.28 0.082
H -9.319 -25.645 4.933 -0.38 0.26 -0.11 0.080
H -7.962 -24.671 5.364 -0.22 0.33 -0.09 0.058
H -8.002 -25.407 3.805 -0.20 0.09 -0.10 0.086
```
Positions in Å, forces in eV/Å.

=====

No. 4
17
Properties=species:S:1:pos:R:3:forces:R:3:lowdin_charge:R:1 method="wB97M-V/def2-TZVPD" charge=-2 smiles="C[C@H](CCl)[C@H](Cl)P(=O)([O-])[O-]" e_above_lowest_kcal_mol=82.9
C 0.508 -1.303 -0.769 0.34 -0.49 5.46 -0.169
C 0.036 0.117 -0.747 -1.55 1.51 3.52 -0.437
C 1.100 1.088 -1.181 0.73 -1.36 -0.87 -0.592
Cl 1.465 0.796 -2.937 0.34 -0.23 -1.47 0.431
C -0.211 0.521 0.945 0.58 -1.88 -3.16 -0.689
Cl 1.310 0.314 1.810 1.41 -0.48 0.82 0.514
P -1.717 -0.287 1.649 -0.13 -0.74 1.48 -0.003
O -2.627 0.245 0.567 -0.84 -0.52 -1.03 -0.464
O -1.406 -1.805 1.773 -0.38 1.42 -0.59 -0.497
O -1.949 0.430 2.973 0.33 -0.25 0.11 -0.491
H 1.503 -1.469 -0.196 -0.98 0.76 -1.47 0.079
H 0.498 -1.712 -1.688 0.19 -1.62 -3.17 -0.003
H -0.105 -1.902 0.000 0.02 0.74 -1.42 0.077
H -1.075 0.304 -1.157 2.67 -0.39 0.75 0.159
H 2.136 1.026 -0.794 -1.06 -0.37 0.61 0.052
H 0.836 2.090 -1.259 -0.87 1.80 0.58 0.026
H -0.303 1.548 1.011 -0.79 2.11 -0.16 0.007

=====

No. 5
9
Properties=species:S:1:pos:R:3:forces:R:3:lowdin_charge:R:1 method="wB97M-V/def2-TZVPD" smiles="N#CC#CN=C=O.I" e_above_lowest_kcal_mol=51.2
N 4.719 0.582 -0.429 -1.99 -2.07 -0.05 0.159
C 3.972 -0.323 -0.320 2.61 2.55 0.32 -0.264
C 3.255 -1.429 0.018 -5.58 -6.31 -0.51 -0.013
C 2.422 -2.422 -0.010 2.07 2.07 0.35 0.002
N 1.611 -3.544 0.094 -0.55 -0.34 -0.16 0.145
C 0.801 -4.495 0.072 2.99 3.51 0.20 -0.230
O 0.078 -5.405 0.120 0.41 0.60 -0.15 0.202
I -1.662 -0.174 -0.111 -0.72 0.55 -0.62 0.420
H -0.634 -0.977 0.738 0.75 -0.56 0.62 -0.422

=====

No. 6
15
Properties=species:S:1:pos:R:3:forces:R:3:lowdin_charge:R:1 method="wB97M-V/def2-TZVPD" e_above_lowest_kcal_mol=214.0
C -2.813 -0.139 0.132 -1.98 -0.61 1.67 -0.049
C -1.402 0.745 0.009 -0.11 0.62 -2.19 -0.478
C 1.715 -0.536 -0.199 3.26 5.72 -2.61 -0.140
H -2.599 -1.342 0.006 -0.56 3.13 -0.50 0.086
H -3.772 0.257 -0.506 2.88 -1.07 1.23 0.112
H -3.279 -0.249 1.230 1.28 1.00 -2.11 0.083
H -0.852 -1.227 0.101 2.71 2.63 -0.92 0.172
H 1.587 -1.577 -0.251 -0.69 -1.24 0.36 0.105
H 3.639 -0.833 0.394 -0.72 1.78 -1.17 0.140
H 2.033 1.592 -0.183 3.41 -1.11 2.25 0.280
N -0.439 -0.210 -0.121 -1.54 0.92 -0.03 -0.040
N 0.868 0.470 -0.504 0.77 -6.66 3.04 0.066
N 3.125 -0.116 -0.230 -1.59 -1.50 2.76 -0.103
O -1.078 1.934 -0.250 -2.75 -2.98 1.52 -0.012
O 3.267 1.231 0.371 -4.37 -0.62 -3.31 -0.224

=====

One value per record, in order, for Kohn-Sham gap: 8.911; 7.622; 10.705; 4.813; 9.700; 9.046 eV.
One value per record, in order, for HOMO: -7.99; -12.79; -10.29; 0.29; -10.27; -8.96 eV.